Entry from the OMol25 dataset: 8 unconnected molecules or ions with the total composition C70H160F12N2O2P6 at a distorted geometry (ωB97M-V/def2-TZVPD).

Geometry as XYZ:
```
252
Properties=species:S:1:pos:R:3:mulliken_charge:R:1
C -0.40 -4.08 1.35 -0.80
C 1.12 -4.18 1.50 0.18
C 1.54 -4.87 2.82 -1.36
C 1.45 -3.88 4.00 -0.41
P 1.57 -4.66 5.65 0.20
C 0.22 -5.81 5.97 -0.80
C -1.15 -5.16 5.74 -0.49
C -2.35 -5.79 6.36 -0.94
C -2.49 -7.23 5.76 -1.09
C 1.57 -3.38 7.02 -0.91
C 2.35 -2.09 6.65 -1.27
C 1.48 -0.96 6.32 0.39
C 2.30 0.28 5.93 -1.54
C 3.15 -5.58 5.72 -0.82
C 3.51 -6.02 7.19 -0.85
C 4.33 -7.33 7.22 -0.80
C 4.91 -7.61 8.58 -1.27
H -0.80 -3.40 2.10 0.25
H -1.00 -4.98 1.41 0.76
H -0.60 -3.68 0.36 -0.01
H 1.60 -3.20 1.53 -0.20
H 1.47 -4.77 0.66 0.10
H 2.53 -5.31 2.86 0.55
H 0.80 -5.65 2.99 0.38
H 0.44 -3.49 4.04 0.17
H 2.32 -3.22 3.96 0.56
H 0.24 -6.17 6.99 0.64
H 0.46 -6.69 5.38 0.77
H -1.39 -5.08 4.69 0.12
H -1.22 -4.14 6.11 0.22
H -3.25 -5.23 6.09 0.38
H -2.25 -5.78 7.44 0.40
H -2.61 -7.06 4.69 0.30
H -3.32 -7.76 6.23 0.40
H -1.60 -7.75 6.11 0.29
H 1.95 -3.79 7.96 0.60
H 0.52 -3.08 7.12 0.55
H 3.23 -2.25 6.03 0.47
H 2.91 -1.73 7.52 0.65
H 0.84 -0.81 7.19 0.43
H 0.83 -1.12 5.46 -0.22
H 3.10 0.07 5.22 0.25
H 2.80 0.55 6.86 0.53
H 1.74 1.19 5.72 0.33
H 3.93 -4.84 5.53 0.51
H 3.17 -6.41 5.02 0.66
H 2.62 -6.26 7.77 0.38
H 3.93 -5.19 7.74 0.51
H 5.12 -7.45 6.49 0.43
H 3.66 -8.11 6.85 0.45
H 5.18 -8.66 8.53 0.38
H 4.16 -7.47 9.35 0.36
H 5.83 -7.04 8.68 0.31
C 2.10 -4.24 -2.30 -1.53
C 1.14 -3.05 -2.79 0.81
C 1.66 -2.46 -4.09 -0.31
C 2.93 -1.68 -3.95 -0.75
P 3.40 -0.48 -5.29 0.64
C 1.95 0.55 -5.71 -1.58
C 1.28 1.18 -4.59 1.49
C -0.13 1.71 -4.92 0.37
C -0.11 2.90 -5.89 -1.67
C 4.78 0.61 -4.69 -0.94
C 6.13 -0.09 -4.50 -0.47
C 7.33 0.81 -4.44 -1.17
C 7.23 2.01 -3.46 -0.49
C 3.97 -1.35 -6.83 -1.11
C 4.38 -0.47 -8.01 -0.66
C 5.04 -1.17 -9.21 -0.61
C 4.02 -2.17 -9.70 -1.16
H 3.10 -3.92 -2.00 0.32
H 2.17 -4.93 -3.14 0.43
H 1.67 -4.74 -1.43 0.40
H 1.22 -2.32 -1.99 -0.72
H 0.07 -3.26 -2.78 0.22
H 0.83 -1.88 -4.50 -0.25
H 1.92 -3.26 -4.78 0.57
H 3.74 -2.38 -3.72 1.11
H 2.85 -1.02 -3.08 -0.26
H 1.39 -0.17 -6.30 0.60
H 2.16 1.24 -6.52 0.92
H 1.84 2.08 -4.32 -0.17
H 1.24 0.53 -3.71 -0.95
H -0.71 1.89 -4.01 -0.53
H -0.67 0.91 -5.42 0.43
H 0.07 2.57 -6.92 0.39
H 0.74 3.52 -5.60 0.31
H -0.97 3.57 -5.87 0.41
H 4.36 1.23 -3.91 0.28
H 5.04 1.33 -5.46 0.78
H 6.26 -0.87 -5.25 0.40
H 6.23 -0.47 -3.48 0.23
H 7.41 1.32 -5.40 0.36
H 8.29 0.39 -4.14 0.45
H 7.02 1.61 -2.47 0.18
H 6.38 2.65 -3.69 -0.18
H 8.19 2.52 -3.37 0.53
H 3.09 -1.93 -7.11 0.89
H 4.72 -2.10 -6.57 0.81
H 5.18 0.21 -7.71 0.15
H 3.53 0.07 -8.43 0.31
H 5.95 -1.68 -8.91 0.35
H 5.25 -0.35 -9.89 0.39
H 3.97 -2.99 -8.98 0.26
H 4.25 -2.74 -10.60 0.40
H 3.05 -1.72 -9.91 0.32
C -0.15 3.48 -1.44 -0.92
C 0.48 4.63 -2.24 -0.62
C 1.91 4.99 -1.73 -0.18
C 2.71 5.76 -2.87 -1.09
P 4.47 6.05 -2.47 0.42
C 5.50 6.55 -3.88 -0.91
C 6.98 6.97 -3.55 -0.80
C 7.11 8.47 -3.18 0.00
C 8.54 8.84 -3.08 -1.51
C 4.54 7.25 -1.05 -1.75
C 4.09 8.71 -1.27 -0.31
C 3.85 9.43 0.01 -0.80
C 4.96 9.57 1.07 -1.20
C 5.17 4.49 -1.78 0.05
C 4.95 4.19 -0.26 -0.82
C 5.51 2.79 0.07 -0.33
C 5.12 2.39 1.56 -1.33
H -1.08 3.23 -1.95 0.12
H -0.30 3.81 -0.41 0.63
H 0.40 2.55 -1.58 0.06
H -0.15 5.52 -2.25 0.52
H 0.58 4.44 -3.31 0.21
H 2.25 3.98 -1.49 -0.09
H 1.88 5.56 -0.80 0.43
H 2.15 6.64 -3.21 0.77
H 2.67 5.10 -3.73 0.39
H 4.86 7.26 -4.41 0.63
H 5.64 5.68 -4.53 0.49
H 7.59 6.93 -4.45 0.65
H 7.51 6.36 -2.81 0.34
H 6.71 8.65 -2.18 0.01
H 6.67 9.15 -3.91 0.31
H 9.10 8.10 -2.50 0.35
H 8.60 9.83 -2.62 0.39
H 8.90 8.93 -4.10 0.39
H 5.56 7.27 -0.68 0.72
H 4.14 6.82 -0.13 0.90
H 3.09 8.75 -1.71 0.21
H 4.76 9.26 -1.93 0.36
H 3.15 8.82 0.58 0.24
H 3.27 10.35 -0.15 0.50
H 4.47 9.88 1.99 0.43
H 5.71 10.30 0.75 0.31
H 5.38 8.62 1.38 0.27
H 6.22 4.63 -2.00 0.95
H 4.75 3.75 -2.47 -0.76
H 3.89 4.19 -0.02 0.22
H 5.39 4.91 0.43 0.59
H 6.59 2.83 -0.04 0.41
H 5.28 2.01 -0.65 0.20
H 4.04 2.33 1.67 0.10
H 5.47 3.14 2.26 0.45
H 5.58 1.47 1.93 0.43
C -3.89 -4.48 0.81 -1.41
C -5.09 -3.53 0.56 0.40
C -5.75 -3.02 1.83 -0.69
C -7.18 -2.45 1.59 -1.18
P -7.67 -1.03 2.58 0.10
C -7.81 -1.41 4.35 -0.97
C -8.81 -2.61 4.49 -0.44
C -8.78 -3.16 5.91 -0.73
C -9.00 -2.11 6.98 -1.20
C -9.28 -0.49 2.03 -1.33
C -10.07 0.32 3.09 -0.36
C -11.53 0.71 2.58 -0.50
C -11.55 1.23 1.13 -0.98
C -6.37 0.33 2.46 -0.77
C -6.22 0.81 1.02 0.13
C -4.96 1.62 0.70 -0.11
C -4.99 1.90 -0.80 -1.25
H -3.29 -4.50 -0.10 0.42
H -4.23 -5.46 1.14 0.45
H -3.26 -3.94 1.51 0.14
H -5.75 -4.16 -0.04 0.55
H -4.87 -2.64 -0.03 -0.75
H -5.17 -2.22 2.28 0.44
H -5.76 -3.82 2.57 0.41
H -7.93 -3.22 1.74 1.01
H -7.28 -2.16 0.55 0.55
H -8.12 -0.62 5.03 0.62
H -6.87 -1.79 4.73 0.63
H -8.54 -3.48 3.90 0.09
H -9.85 -2.46 4.23 0.36
H -7.80 -3.65 5.95 0.33
H -9.53 -3.94 6.01 0.44
H -9.91 -1.52 6.85 0.29
H -8.18 -1.39 7.02 0.33
H -9.11 -2.60 7.94 0.40
H -9.75 -1.45 1.85 0.76
H -9.12 0.08 1.11 0.76
H -9.48 1.22 3.25 0.49
H -10.20 -0.28 4.00 0.13
H -11.94 1.48 3.24 0.42
H -12.16 -0.16 2.75 0.39
H -10.79 1.99 0.99 0.38
H -12.47 1.73 0.83 0.40
H -11.33 0.40 0.45 0.37
H -5.44 -0.10 2.83 0.60
H -6.74 1.16 3.07 0.76
H -7.05 1.35 0.56 0.33
H -6.19 -0.02 0.31 -0.42
H -3.98 1.18 0.88 -0.35
H -4.98 2.61 1.16 0.50
H -4.05 2.36 -1.08 0.22
H -5.79 2.49 -1.25 0.73
H -5.10 0.97 -1.36 0.05
C 2.30 -0.26 0.53 -0.21
C 1.65 -0.10 1.86 0.16
O 2.18 -0.50 2.87 -0.29
N 0.35 0.79 1.92 0.61
H 0.57 1.68 1.49 0.47
H -0.34 0.36 1.32 -0.31
C -0.26 1.02 3.27 -0.83
H 1.84 -1.09 0.00 -0.31
H 3.35 -0.48 0.72 0.78
H 2.14 0.66 -0.03 -0.01
H -1.24 1.47 3.10 0.37
H 0.33 1.64 3.93 0.29
H -0.29 0.04 3.75 0.30
C -5.87 -1.83 -2.75 -0.75
C -4.45 -2.34 -3.00 1.14
O -3.99 -3.42 -2.72 -0.49
N -3.56 -1.29 -3.67 1.16
H -4.08 -0.55 -4.11 0.14
H -3.11 -0.82 -2.90 -0.92
C -2.52 -1.96 -4.62 -0.52
H -6.60 -2.64 -2.73 0.43
H -6.30 -1.20 -3.54 0.46
H -6.00 -1.42 -1.75 -0.36
H -2.96 -1.92 -5.62 0.47
H -2.41 -3.00 -4.31 0.37
H -1.60 -1.37 -4.62 -0.13
P -1.49 -0.20 -0.83 2.34
F -1.66 1.16 0.02 -0.41
F 0.02 0.17 -1.32 -0.60
F -1.09 -0.94 0.52 -1.02
F -1.31 -1.63 -1.69 -0.17
F -3.04 -0.59 -0.49 -0.37
F -2.08 0.53 -2.15 -0.84
P -4.62 2.18 -4.92 1.35
F -5.32 1.70 -3.62 -0.23
F -5.01 0.67 -5.44 -0.44
F -6.04 2.77 -5.46 -0.35
F -3.83 2.60 -6.27 -0.37
F -4.29 3.51 -4.20 -0.38
F -3.28 1.53 -4.29 -0.52
```

Highest occupied orbital energy (spin up / spin down): -18.1737 / -18.1737 eV
Total energy: -6268.227409 a.u.
LUMO (spin up / spin down): -0.3317 / -0.6157 Ha
Gap between HOMO and LUMO (spin up / spin down): 9.15 / 1.42 eV
Net charge: +5
Multiplicity: 2